# 1
This record from OMol25 describes a cluster of 13 separate species, C39H63F5O39 in total in a non-equilibrium geometry. The level of theory is ωB97M-V with the def2-TZVPD basis set.

- energy relative to the best compared isomer or geometry (same formula, charge and spin) (eV) = 0.000
- orbital gap (eV) = 10.560
- largest force on an atom (Eh/bohr) = 0.053
- total charge = 0
- DFT total energy (hartree) = -4957.62485

Structure (XYZ):
```
146
Properties=species:S:1:pos:R:3:forces:R:3
C -11.7617 -14.8372 10.9190 0.9 -1.2 0.0
C -12.2512 -16.2337 11.2940 0.7 -0.1 1.5
O -12.1470 -17.0385 10.1407 0.0 0.2 0.9
C -11.8439 -16.2478 9.1007 -0.1 -0.4 -1.1
O -11.8282 -16.6011 7.9603 0.1 0.0 0.4
O -11.5457 -15.0264 9.5122 -0.5 2.2 -0.4
F -13.5360 -16.2819 11.7267 -0.3 0.3 -0.3
H -10.7762 -14.5735 11.3040 0.0 -0.6 0.3
H -12.3962 -14.0570 11.3412 -0.7 0.0 -1.2
H -11.6245 -16.5757 12.1218 -0.2 -0.6 -0.2
C -0.8552 -12.2176 7.0351 -0.1 -1.5 1.0
C -2.1365 -11.9360 6.2896 0.8 -0.1 -1.2
O -3.0517 -11.7348 7.3172 0.3 0.2 0.2
C -2.5868 -12.4355 8.4239 -1.0 -0.7 -0.4
O -3.2483 -12.6214 9.3909 0.1 0.4 0.1
O -1.3959 -12.9620 8.1679 0.4 0.9 0.3
F -2.5462 -13.0021 5.5219 0.2 -0.2 0.3
H -0.3954 -11.3093 7.4227 0.1 0.0 -0.2
H -0.1371 -12.9338 6.6455 0.0 0.5 -0.7
H -2.0117 -11.1440 5.5520 -0.5 0.6 0.6
C -6.7147 -8.2768 14.0512 -0.1 -1.1 -0.3
C -7.3790 -9.5858 13.6774 0.8 1.2 0.0
O -8.6722 -9.1420 13.3210 0.1 -0.5 -0.5
C -8.9404 -7.9883 14.0303 0.4 -0.7 -0.2
O -10.0036 -7.4734 14.1113 0.0 -0.1 -0.1
O -7.8142 -7.5814 14.6173 0.6 1.2 0.7
F -7.5457 -10.4306 14.7457 0.2 -0.2 0.3
H -6.3610 -7.7825 13.1446 -0.2 0.1 -0.1
H -5.8316 -8.4985 14.6499 -0.4 0.6 0.8
H -6.6739 -10.0488 12.9838 -1.3 -0.5 -0.8
C -6.8568 -14.9620 5.6082 0.2 0.2 0.3
C -5.4654 -14.6306 5.0779 -1.4 -0.3 0.0
O -4.6255 -15.2742 5.9966 -0.1 0.2 0.3
C -5.3229 -15.3633 7.2090 0.9 0.2 -0.7
O -4.8395 -15.6636 8.2509 0.2 -0.1 -0.2
O -6.5733 -15.0345 6.9992 -1.1 -0.1 0.9
F -5.3084 -13.2724 5.1457 0.4 0.0 0.0
H -7.2269 -15.9439 5.3113 0.0 0.1 -0.3
H -7.5896 -14.1701 5.4762 0.1 0.0 -0.2
H -5.3623 -14.9514 4.0450 0.8 -0.1 0.1
C -3.6538 -15.2619 11.0676 0.2 -0.7 0.0
C -3.1505 -16.6833 11.3441 -0.1 -0.1 0.3
O -3.4687 -16.8862 12.7188 0.1 -0.1 -0.7
C -3.9044 -15.7157 13.2763 0.1 -1.1 0.7
O -4.2093 -15.6012 14.4253 0.1 0.0 -0.3
O -3.9594 -14.7871 12.3626 -0.4 1.7 -0.1
F -1.8009 -16.8192 11.1809 0.2 0.3 0.2
H -4.5641 -15.2984 10.4765 0.1 0.1 -0.1
H -2.9197 -14.5948 10.6277 0.0 -0.2 -0.2
H -3.5885 -17.4674 10.7277 -0.2 0.1 0.2
C -8.7649 -13.2876 16.8426 0.0 -0.4 0.6
O -9.7372 -13.9071 16.0051 -1.0 0.1 0.0
C -9.4318 -14.4934 14.8630 0.8 0.5 -0.1
O -10.2491 -14.7279 14.0144 -0.3 -0.3 -0.2
O -8.1162 -14.7523 14.7701 -0.2 0.3 0.4
C -7.5989 -15.1090 13.5020 0.4 -0.6 -0.5
H -7.9628 -14.0078 16.9922 0.4 0.6 -0.1
H -9.2316 -13.1160 17.8122 -0.3 -0.2 -0.2
H -8.5069 -12.2967 16.4698 0.5 -0.3 -0.3
H -8.3015 -15.7233 12.9399 -0.1 0.3 0.0
H -6.7088 -15.7122 13.6782 0.0 0.1 0.2
H -7.2926 -14.2260 12.9405 -0.2 0.0 0.0
C -6.9730 -10.1067 7.5408 0.9 -0.4 -0.8
O -7.7669 -11.1570 6.9554 0.5 0.0 -0.1
C -9.0685 -10.9666 6.8828 -0.4 -0.2 0.8
O -9.6307 -9.9201 7.0555 -0.4 0.2 -0.2
O -9.6358 -12.1631 6.7004 1.1 -0.1 -0.5
C -11.0169 -12.2653 6.5105 -1.4 -0.2 1.1
H -5.9870 -10.3033 7.1155 0.1 -0.1 0.4
H -6.9630 -10.2422 8.6180 -0.1 0.4 0.1
H -7.1982 -9.1008 7.1943 -0.7 -0.1 0.2
H -11.2289 -13.1728 5.9455 0.2 0.4 -0.5
H -11.4718 -11.3474 6.1376 0.2 -0.2 -0.4
H -11.4960 -12.4811 7.4780 0.2 0.2 0.0
C -3.8665 -9.8473 11.1086 0.6 1.6 -0.1
O -4.4934 -10.8059 11.9248 -0.2 -0.9 -0.6
C -4.0570 -11.0016 13.1716 -0.5 0.6 0.1
O -3.3437 -10.2481 13.7672 0.6 0.2 0.4
O -4.6632 -12.0764 13.6341 -0.8 -0.3 -0.5
C -4.6207 -12.4129 15.0063 0.3 -0.7 1.0
H -2.7774 -9.8132 11.1730 0.0 -0.5 0.3
H -4.1816 -8.8326 11.3687 -0.2 -0.1 0.2
H -4.1299 -9.9794 10.0615 -0.3 -0.5 0.2
H -4.3858 -11.5667 15.6491 0.2 0.1 -0.2
H -3.9364 -13.2502 15.1447 0.4 0.4 0.0
H -5.5646 -12.8511 15.3348 -0.3 0.4 -0.5
C -9.4212 -8.4263 9.9526 -0.6 -0.6 -0.7
O -9.2388 -7.2240 10.6953 -0.2 0.4 -0.3
C -7.9971 -6.7528 10.7758 -0.2 -0.9 0.4
O -7.0160 -7.3895 10.4969 0.5 0.2 -0.2
O -7.9373 -5.5380 11.2969 0.5 0.0 0.4
C -9.1393 -4.8465 11.6070 -0.5 0.5 0.1
H -8.7260 -8.5298 9.1234 0.3 0.1 0.3
H -10.4017 -8.3788 9.4832 -0.1 0.4 0.2
H -9.3946 -9.3111 10.5808 0.3 0.2 0.2
H -9.8702 -5.4519 12.1421 0.0 -0.3 -0.4
H -9.5106 -4.4367 10.6664 -0.4 0.0 0.3
H -8.9122 -4.0384 12.3020 0.5 0.0 -0.3
C -12.6550 -9.2495 8.0254 -1.0 -1.2 0.4
O -12.5477 -7.8444 8.0864 0.8 -0.2 0.0
C -13.5021 -7.1143 7.5283 0.1 1.2 0.5
O -14.4732 -7.4830 6.9446 -0.4 -0.3 -0.4
O -13.1778 -5.8349 7.8122 1.1 -0.4 0.0
C -13.9314 -4.7642 7.3303 -1.7 0.6 -0.5
H -11.8220 -9.7284 8.5311 0.3 0.6 0.0
H -12.7052 -9.6862 7.0292 0.0 0.5 -0.2
H -13.5487 -9.5664 8.5698 -0.1 0.1 -0.1
H -14.9999 -4.9807 7.4284 0.1 0.1 0.2
H -13.8065 -4.4797 6.2804 0.5 -0.6 -0.1
H -13.6950 -3.8611 7.8892 0.2 -0.3 0.4
C -14.3123 -12.3669 14.1992 -1.9 1.8 0.0
O -14.1813 -13.7434 13.9946 0.3 -0.3 -0.5
C -13.4873 -14.4513 14.8900 0.3 0.3 1.2
O -12.9646 -14.0093 15.8793 0.0 0.0 -0.2
O -13.5504 -15.7178 14.5404 -0.2 -0.9 -1.1
C -12.8910 -16.7073 15.3267 0.5 0.7 0.7
H -14.4115 -12.0031 15.2220 0.7 -0.6 0.3
H -15.3011 -12.0946 13.8108 0.1 -0.3 -0.3
H -13.6513 -11.6951 13.6497 0.6 -0.6 0.0
H -12.7355 -17.6160 14.7535 -0.4 0.1 -0.3
H -13.4921 -16.9056 16.2113 0.0 -0.1 0.1
H -11.9111 -16.3375 15.6266 0.0 0.1 0.1
C -10.4816 -11.8883 11.5254 -1.7 1.9 0.6
O -9.3518 -12.6955 11.3699 0.1 0.1 0.4
C -8.1770 -12.1004 11.0623 -1.0 0.3 -1.2
O -7.9290 -10.9251 11.0480 -0.2 0.0 0.4
O -7.4203 -13.0549 10.5975 0.4 -0.6 -0.2
C -6.2476 -12.7314 9.8692 1.4 -0.7 -0.5
H -10.3612 -10.9530 12.0823 0.8 -0.2 0.1
H -11.2952 -12.3621 12.0736 0.6 -0.8 0.1
H -10.9677 -11.5485 10.6040 0.6 -0.4 -0.5
H -5.8302 -11.7337 9.9481 -0.5 0.1 0.7
H -6.3481 -12.9356 8.8007 -0.7 0.0 0.1
H -5.5095 -13.4500 10.2123 0.2 0.3 0.1
C -11.2096 -10.6391 15.3296 -0.3 -1.1 -0.1
O -11.7920 -10.9901 16.5805 0.1 -0.2 0.8
C -12.7608 -10.2019 17.0439 1.4 0.0 -0.3
O -13.3390 -9.3881 16.3840 -0.7 0.3 0.0
O -12.8531 -10.4162 18.3606 -0.7 -0.2 -0.8
C -13.8441 -9.6804 19.0297 -0.5 0.8 2.6
H -10.5063 -11.4524 15.1463 0.3 0.3 0.1
H -10.7260 -9.6691 15.3978 -0.2 0.1 -0.3
H -11.9612 -10.7671 14.5514 0.1 0.8 -0.1
H -14.2172 -10.2786 19.8670 0.1 -0.4 -0.4
H -14.7336 -9.2791 18.5488 0.4 -0.4 -1.0
H -13.3867 -8.8488 19.5784 0.2 0.2 -0.5
```
Positions in Å, forces in eV/Å.



# 2
This record from OMol25 describes a cluster of 3 separate species, C39H63FN4O4 in total in a non-equilibrium geometry. The level of theory is ωB97M-V with the def2-TZVPD basis set.

- orbital gap (eV) = 8.012
- largest force on an atom (Eh/bohr) = 0.046
- total charge = 0
- 2S+1 = 3
- DFT total energy (hartree) = -2143.46796

Structure (XYZ):
```
111
Properties=species:S:1:pos:R:3:forces:R:3
C -3.9163 1.1778 5.7126 -0.1 0.2 -0.3
C -3.0684 1.2147 4.8620 0.7 -0.1 0.3
C -1.8862 1.2415 4.0228 -1.1 0.2 0.3
C -1.4528 0.0735 3.4278 0.4 0.6 -0.2
O -2.1751 -1.0488 3.6545 0.8 0.1 0.1
C -1.4343 -2.2782 3.6390 -0.4 -0.7 -0.4
C -1.5997 -2.9950 2.2933 -0.4 -0.3 0.3
C -1.4871 -4.5317 2.3862 -0.3 0.5 -0.4
C -0.3019 0.1118 2.5813 -0.6 0.1 0.5
C 0.3701 1.2833 2.3390 0.0 -0.5 0.0
C 1.5763 1.2148 1.4202 -0.3 0.7 -0.1
C 1.6294 2.2995 0.3182 -0.6 -0.3 -0.1
C 2.3257 1.8457 -0.9765 0.8 0.2 0.4
C 3.6031 0.9595 -0.8034 -0.4 0.3 -1.1
C 3.4780 -0.3846 -1.5512 0.5 -0.1 0.8
C 2.6426 -1.4647 -0.8299 0.3 -0.2 -0.6
C 1.1973 -1.5830 -1.2860 -0.4 -0.2 -0.1
O 1.1222 -2.4379 -2.4339 0.1 0.2 0.1
C 0.1196 -2.0252 -3.3381 0.0 -0.2 -0.3
C -0.0754 2.4859 2.9735 0.5 0.0 -0.3
N 0.6355 3.6309 2.7556 -0.6 0.1 0.5
C 0.1653 4.6995 3.3384 0.2 -0.1 -0.3
C -1.0021 4.6472 4.1436 -0.3 0.1 0.3
F -1.4086 5.8084 4.6616 0.0 0.1 0.1
N -1.7023 3.6027 4.4261 1.0 0.2 -0.7
C -1.2104 2.4833 3.8117 -0.4 -1.2 -0.1
H -4.7059 1.2243 6.4236 0.0 -0.1 0.0
H -1.8999 -2.9100 4.4006 0.0 0.2 0.0
H -0.3943 -2.1402 3.9442 0.0 0.2 -0.1
H -2.6225 -2.7818 1.9675 0.1 0.1 0.1
H -0.9483 -2.6061 1.5070 0.1 0.0 0.1
H -0.4547 -4.8793 2.3466 -0.1 -0.1 0.1
H -1.9908 -4.9166 3.2757 0.2 0.1 0.1
H -2.0519 -4.9348 1.5410 0.3 -0.2 0.0
H 0.0190 -0.8184 2.1325 0.1 0.1 -0.1
H 2.4800 1.2702 2.0347 0.0 -0.2 -0.1
H 1.5234 0.2519 0.9116 0.2 -0.1 0.3
H 0.5886 2.5353 0.0589 0.1 0.1 0.0
H 2.0447 3.2251 0.7107 0.2 -0.1 -0.1
H 2.6339 2.7562 -1.5002 -0.1 -0.1 -0.1
H 1.6426 1.3352 -1.6561 -0.2 0.0 0.2
H 3.9011 0.8278 0.2376 -0.2 -0.1 0.0
H 4.4238 1.4983 -1.2888 0.0 0.0 0.2
H 3.1208 -0.2074 -2.5700 -0.1 0.0 0.1
H 4.4899 -0.7912 -1.6657 -0.1 0.1 0.0
H 3.1033 -2.4320 -1.0622 -0.2 0.0 0.1
H 2.7273 -1.3619 0.2543 -0.1 0.1 0.0
H 0.7518 -0.6205 -1.5573 0.2 0.1 0.2
H 0.5496 -2.0275 -0.5146 0.2 0.1 0.1
H 0.5149 -1.2646 -4.0241 -0.2 0.2 0.2
H -0.7768 -1.6647 -2.8237 0.1 0.1 0.0
H -0.1863 -2.8729 -3.9567 0.2 -0.1 0.2
H 0.6857 5.6369 3.1743 -0.1 0.0 0.1
C 3.0018 10.0353 -1.9965 0.1 0.2 0.2
C 2.5273 8.5754 -1.7826 0.3 1.3 -1.0
C 0.9984 8.4994 -1.6502 -0.3 -0.2 0.4
C 0.4573 8.9191 -0.2858 0.1 0.0 -0.1
C 1.1707 8.1428 0.8162 -0.4 -0.1 -0.3
C 2.6902 8.3033 0.7562 0.3 1.2 1.2
N 3.2180 7.9764 -0.6020 -1.4 -1.9 -0.1
O 3.2845 6.6835 -0.7384 0.6 0.4 0.0
C 3.0515 9.7442 1.1727 0.0 0.2 -0.2
C 3.3455 7.4200 1.8179 0.1 -0.5 -0.2
C 2.9100 7.8477 -3.0722 0.1 -0.5 0.1
H 3.3260 10.5375 -1.0908 -0.1 -0.1 0.0
H 3.8613 10.0667 -2.6671 0.0 -0.1 0.0
H 2.2135 10.6431 -2.4429 0.0 -0.1 0.0
H 0.6776 7.4692 -1.8370 0.1 0.0 0.0
H 0.5390 9.1055 -2.4331 0.1 0.0 -0.1
H 0.5665 9.9977 -0.1424 0.1 0.0 0.0
H -0.6144 8.7142 -0.2411 0.0 0.0 0.0
H 0.8090 8.4758 1.7923 0.2 0.0 0.1
H 0.9019 7.0839 0.7337 0.2 0.0 -0.1
H 4.1166 9.9356 1.0317 0.0 0.0 0.0
H 2.8272 9.8912 2.2293 0.0 -0.2 0.0
H 2.4886 10.5084 0.6407 0.0 0.0 0.0
H 3.0703 6.3698 1.7218 0.1 0.0 -0.2
H 3.0329 7.7406 2.8119 -0.1 0.2 -0.1
H 4.4333 7.4930 1.7736 0.0 0.0 -0.1
H 3.9931 7.7842 -3.1839 0.0 0.0 0.0
H 2.5131 8.4005 -3.9247 0.0 0.1 0.1
H 2.5036 6.8382 -3.1162 0.1 0.0 0.1
C -2.5197 -7.8730 -3.7365 -0.2 -0.2 -0.1
C -2.3380 -7.5651 -2.2286 0.4 0.3 -1.6
C -1.1376 -8.3234 -1.6438 0.0 -0.4 0.4
C -1.4000 -9.7977 -1.3535 0.0 0.1 0.0
C -2.6488 -9.9474 -0.4900 0.4 0.1 0.0
C -3.8763 -9.2851 -1.1179 -0.8 -1.2 -0.7
N -3.5994 -7.8620 -1.4852 1.2 0.3 2.0
O -3.6598 -7.1223 -0.4169 -0.5 0.1 -0.5
C -4.3152 -10.1111 -2.3446 0.1 0.0 -0.2
C -5.0529 -9.3580 -0.1460 0.0 0.4 0.3
C -2.0033 -6.0731 -2.1727 -0.2 0.2 0.4
H -3.2504 -8.6463 -3.9504 0.1 0.0 0.1
H -2.8706 -6.9891 -4.2706 0.0 0.1 0.1
H -1.5766 -8.1795 -4.1913 0.0 0.1 0.1
H -0.8373 -7.8433 -0.7064 -0.1 0.1 0.0
H -0.2863 -8.2248 -2.3196 -0.1 0.1 -0.1
H -1.4961 -10.3615 -2.2856 -0.1 0.0 0.0
H -0.5417 -10.2229 -0.8288 0.0 0.0 0.0
H -2.8582 -11.0054 -0.3175 -0.1 0.0 0.0
H -2.4552 -9.5069 0.4935 -0.1 0.1 0.0
H -5.1159 -9.6069 -2.8883 0.0 0.0 0.0
H -4.6959 -11.0800 -2.0210 0.0 0.1 0.2
H -3.5066 -10.3270 -3.0399 0.0 0.0 0.0
H -4.8206 -8.9112 0.8193 0.0 0.1 -0.1
H -5.3156 -10.3999 0.0347 0.1 -0.1 -0.1
H -5.9305 -8.8546 -0.5550 0.0 0.0 0.0
H -2.8520 -5.4655 -2.4896 0.0 0.0 0.0
H -1.1696 -5.8682 -2.8455 0.0 -0.1 -0.1
H -1.7070 -5.7503 -1.1753 -0.1 0.0 0.0
```
Positions in Å, forces in eV/Å.



Q: Which value of total charge does entry 1 give?
A: 0



Q: Look up the largest force on an atom of the first one.
A: 0.053 Eh/bohr



Q: Among the records above, which one has the lowest DFT total energy?
A: C39H63F5O39